A cluster of 2 separate species, C4H4 in total at a distorted geometry, computed with ωB97M-V/def2-TZVPD.

Output
Maximum force = 0.11099 hartree/bohr
2S+1 = 1
E_HOMO = -0.3848 Ha
Gap between HOMO and LUMO = 11.63 eV
SMILES = C#C.C#C
Energy above the lowest of the compared OMol25 structures with the same formula, charge and spin = 2.547 eV

```
8
C4H4 | OMol25 | ωB97M-V/def2-TZVPD
C -1.613 -1.846 0.718
C -1.989 -0.865 1.413
C 1.329 1.141 -0.750
C 2.265 1.625 -1.411
H -1.092 -2.761 0.418
H -2.564 -0.134 1.921
H 0.864 0.353 -0.115
H 2.845 2.208 -2.047
```